1.
H6O3 | ωB97M-V with the def2-TZVPD basis set

Values from the calculation:
Frontier orbital gap (Eh): 0.40846
Lowest unoccupied orbital energy (eV): 0.508
Structure (SMILES): O.O.O
Molar mass (g/mol): 54.0
Relative energy (zero: lowest compared OMol25 entry of this formula, charge and spin) (kJ/mol): 31.0
Max |F| (eV/A): 0.2
E_HOMO (eV): -10.6

Geometry (Å):
O (-0.710, -0.106, -0.707)
H (-0.493, -0.004, 0.228)
H (-1.644, 0.113, -0.768)
O (1.540, 0.466, -2.394)
H (0.846, 0.252, -1.750)
H (1.072, 0.560, -3.227)
O (-0.316, -0.521, 2.510)
H (0.419, 0.043, 2.770)
H (-0.714, -0.803, 3.338)

Here are the natural (NBO) charges for atoms 1 to 4, given in e: -0.96, 0.49, 0.48, -0.96


2.
H6O3 | ωB97M-V with the def2-TZVPD basis set

Values from the calculation:
Frontier orbital gap (Eh): 0.33697
Lowest unoccupied orbital energy (eV): 0.222
Molar mass (g/mol): 54.0
Relative energy (zero: lowest compared OMol25 entry of this formula, charge and spin) (kJ/mol): 628.3
Max |F| (eV/A): 14.8
E_HOMO (eV): -8.9

Geometry (Å):
O (0.101, -0.494, -1.417)
H (0.535, 0.117, -2.013)
H (0.780, -1.130, -1.189)
O (-0.694, 0.131, 0.170)
H (-0.088, -0.115, -0.529)
H (-1.487, -0.376, -0.010)
O (0.501, 0.298, 1.639)
H (0.611, 1.035, 2.240)
H (-0.259, 0.534, 1.108)

Here are the natural (NBO) charges for atoms 1 to 4, given in e: -0.78, 0.50, 0.50, -0.95


3.
H6O3 | ωB97M-V with the def2-TZVPD basis set

Values from the calculation:
Frontier orbital gap (Eh): 0.43910
Lowest unoccupied orbital energy (eV): 0.722
Structure (SMILES): O.O.O
Molar mass (g/mol): 54.0
Relative energy (zero: lowest compared OMol25 entry of this formula, charge and spin) (kJ/mol): 52.5
Max |F| (eV/A): 3.2
E_HOMO (eV): -11.2

Geometry (Å):
O (1.127, -0.488, -0.788)
H (1.097, 0.232, -0.174)
H (1.971, -0.727, -0.514)
O (-1.641, -0.973, -0.572)
H (-0.753, -0.772, -0.701)
H (-1.713, -1.819, -0.144)
O (0.235, 1.392, 1.180)
H (0.361, 2.130, 0.573)
H (-0.682, 1.026, 1.140)

Here are the natural (NBO) charges for atoms 1 to 4, given in e: -0.95, 0.48, 0.47, -0.96


The lowest relative energy (zero: lowest compared OMol25 entry of this formula, charge and spin) belongs to which entry? number 1